Entry 1:
This record from the Open Molecules 2025 dataset describes a 3-piece molecular cluster, CH8NO3 overall in a non-equilibrium geometry. The level of theory is wB97M-V/def2-TZVPD.

```
13
Properties=species:S:1:pos:R:3
N 0.12 -0.38 1.81
C 0.26 0.36 0.55
O -0.17 -0.32 -0.62
H 0.50 -1.35 1.58
H -0.80 -0.62 2.01
H 1.37 0.59 0.66
H -0.19 1.39 0.56
H -2.78 1.35 -0.08
H -1.97 0.13 -0.65
O -2.77 0.70 -0.88
H 1.43 -0.73 -1.29
H 2.79 -0.20 -1.76
O 2.20 -0.92 -1.88
```

Its strongest force on any atom is 3.3 eV Å⁻¹. The energy above the lowest of the compared OMol25 structures with the same formula, charge and spin is 69.6 kJ/mol. The frontier orbital gap (alpha / beta) is 11.68 / 7.93 eV. The spin multiplicity is 2. Its expectation value of S² is 0.754. As for the HOMO energy (alpha / beta): -11.16 / -11.12 eV. Its energy is -8796.2705 eV.

Entry 2:
This record from the Open Molecules 2025 dataset describes a 2-piece molecular cluster, CH8NS overall in a non-equilibrium geometry. The level of theory is wB97M-V/def2-TZVPD.

```
11
Properties=species:S:1:pos:R:3
N -2.69 0.05 0.66
H -2.52 0.13 1.67
H -3.24 0.87 0.38
H -1.78 0.08 0.18
H -3.19 -0.82 0.49
C 2.11 0.03 0.25
S 0.49 0.00 -0.62
H 1.99 0.56 1.18
H 2.39 -0.99 0.50
H 2.81 0.50 -0.43
H 0.05 -1.17 -0.13
```

Its strongest force on any atom is 1.0 eV Å⁻¹. The energy above the lowest of the compared OMol25 structures with the same formula, charge and spin is 21.5 kJ/mol. The frontier orbital gap is 9.10 eV. The net charge is +1. The spin multiplicity is 1. As for the HOMO energy: -13.28 eV. Its energy is -13485.1864 eV.

Entry 3:
This record from the Open Molecules 2025 dataset describes a 2-piece molecular cluster, CH8NS2 overall in a non-equilibrium geometry. The level of theory is wB97M-V/def2-TZVPD.

```
12
Properties=species:S:1:pos:R:3
N 0.57 0.53 2.20
H 0.04 0.74 1.30
H 0.77 -0.48 2.07
H 1.43 1.05 2.30
H -0.04 0.70 3.01
C -0.48 0.29 -2.36
S -0.84 0.25 -0.57
S 0.45 -1.59 0.14
H -0.84 -0.64 -2.78
H 0.60 0.38 -2.52
H -1.01 1.12 -2.83
H -0.65 -2.36 0.03
```

Its strongest force on any atom is 2.4 eV Å⁻¹. The energy above the lowest of the compared OMol25 structures with the same formula, charge and spin is 0.0 kJ/mol. The frontier orbital gap (alpha / beta) is 4.85 / 7.56 eV. The spin multiplicity is 2. Its expectation value of S² is 0.754. As for the HOMO energy (alpha / beta): -4.95 / -7.68 eV. Its energy is -24325.0890 eV.

Entry 4:
This record from the Open Molecules 2025 dataset describes a 2-piece molecular cluster, CH8NS2 overall in a non-equilibrium geometry. The level of theory is wB97M-V/def2-TZVPD.

```
12
Properties=species:S:1:pos:R:3
N -0.66 1.17 2.15
H -0.58 0.77 1.14
H -0.21 2.17 2.03
H -1.66 1.20 2.50
H 0.16 0.71 2.62
C 0.59 -1.76 -1.41
S -0.62 -0.67 -0.56
S 0.17 1.23 -1.18
H 1.40 -1.97 -0.80
H 0.91 -0.96 -2.21
H 0.10 -2.70 -1.77
H 0.40 0.82 -2.51
```

Its strongest force on any atom is 3.7 eV Å⁻¹. The energy above the lowest of the compared OMol25 structures with the same formula, charge and spin is 126.0 kJ/mol. The frontier orbital gap is 8.57 eV. The net charge is +1. The spin multiplicity is 1. As for the HOMO energy: -12.69 eV. Its energy is -24319.5345 eV.